{
  "formula": "C2H9NO4",
  "method": "the ωB97M-V functional and the def2-TZVPD basis",
  "symbols": ["O", "C", "O", "C", "N", "H", "H", "H", "H", "H", "H", "H", "O", "H", "H", "O"],
  "coordinates": [[-0.619387, 0.512436, -0.223360], [-0.356562, -0.421602, 0.504862], [-1.285486, -1.232218, 0.982240], [1.016672, -0.842740, 0.992854], [2.063568, 0.157954, 0.944506], [-2.124800, -0.977018, 0.550590], [0.884632, -1.125864, 2.035299], [1.326567, -1.736152, 0.457349], [2.497053, 0.207176, 0.031746], [1.719513, 1.095810, 1.100394], [0.777367, 1.197472, -1.731515], [2.275147, 1.298100, -2.347870], [1.727694, 1.227066, -1.567026], [-2.556053, 0.518857, -0.623624], [-4.099491, 0.272623, -0.615616], [-3.246433, -0.151898, -0.490828]],
  "atomic_forces_ev_per_a": [[0.104, 0.341, -0.172], [0.389, -0.454, 0.032], [-0.063, -0.200, 0.005], [0.291, 0.953, 0.433], [0.413, -0.202, -0.048], [-0.452, -0.105, 0.127], [-0.182, -0.293, 0.070], [-0.076, -0.103, -0.102], [-0.280, -0.093, 0.092], [-0.218, -0.076, 0.119], [0.264, -0.037, -0.284], [-0.522, 0.088, -0.496], [0.412, 0.126, 0.342], [0.017, -0.026, -0.037], [0.019, -0.034, 0.083], [-0.116, 0.115, -0.163]],
  "lowdin_charge": [0.06, -0.50, 0.12, -0.18, 0.00, 0.07, 0.12, 0.13, 0.04, 0.07, 0.03, 0.04, -0.06, 0.04, 0.06, -0.05],
  "mol_weight_g_mol": 111.10,
  "orbital_gap_ev": 9.63,
  "homo_energy_ev": -9.1,
  "smiles": "NCC(=O)O.O.O",
  "e_tot_ha": -437.341909,
  "relative_energy_kcal_mol": 3.5
}

{
  "formula": "C4H12",
  "method": "the ωB97M-V functional and the def2-TZVPD basis",
  "symbols": ["C", "C", "H", "H", "H", "H", "H", "H", "C", "C", "H", "H", "H", "H", "H", "H"],
  "coordinates": [[1.698110, 0.413687, 0.853081], [2.351901, 0.264925, -0.533767], [0.678582, 0.798080, 0.809945], [1.568122, -0.590466, 1.230893], [2.213797, 1.146535, 1.459415], [3.116350, -0.485346, -0.447853], [2.813022, 1.196068, -0.860781], [1.667583, -0.069749, -1.298367], [-1.918056, -0.739609, 0.489234], [-2.048468, 0.052129, -0.813609], [-1.102259, -0.424957, 1.123373], [-2.775789, -0.670315, 1.173178], [-1.891525, -1.786658, 0.225821], [-1.490832, 0.994843, -0.754437], [-1.831009, -0.562765, -1.679343], [-3.049535, 0.463593, -0.976783]],
  "atomic_forces_ev_per_a": [[-0.794, 0.174, -1.174], [-0.113, 0.545, 0.590], [-0.054, 0.162, -0.371], [0.354, -0.032, 0.860], [0.460, -0.481, 0.507], [0.560, -0.257, -0.142], [-0.019, -0.015, -0.103], [-0.348, -0.056, -0.173], [-1.065, -0.059, 0.213], [-0.670, 1.120, 0.572], [0.572, -0.251, -0.224], [-0.127, 0.275, -0.435], [0.511, -0.406, 0.288], [0.520, -0.470, -0.392], [0.443, 0.236, -0.134], [-0.231, -0.486, 0.119]],
  "lowdin_charge": [-0.16, -0.16, 0.03, 0.06, 0.06, 0.05, 0.06, 0.05, -0.16, -0.17, 0.03, 0.06, 0.06, 0.06, 0.06, 0.06],
  "mol_weight_g_mol": 60.14,
  "orbital_gap_ev": 12.66,
  "homo_energy_ev": -11.5,
  "smiles": "CC.CC",
  "e_tot_ha": -159.569545,
  "relative_energy_kcal_mol": 9.7
}

{
  "formula": "C9H11N3OS3",
  "method": "the ωB97M-V functional and the def2-TZVPD basis",
  "symbols": ["C", "C", "C", "S", "C", "N", "N", "C", "O", "C", "H", "H", "S", "C", "N", "C", "H", "H", "C", "H", "H", "S", "H", "H", "H", "H", "H"],
  "coordinates": [[0.151454, 0.522358, 5.014469], [0.439213, -0.008106, 3.528694], [1.623045, -0.331220, 2.903779], [1.455090, -0.861572, 1.429076], [-0.105657, -0.686912, 1.730255], [-0.649714, -0.268682, 2.985003], [-1.394934, -1.006394, 0.992797], [-1.240063, -1.605846, -0.453268], [-2.343386, -1.669557, -0.960045], [-0.052131, -1.890359, -1.194773], [-0.256584, -3.154601, -1.486617], [0.892695, -1.970214, -0.491217], [0.296714, -0.817277, -2.692817], [0.057023, 0.566351, -2.020713], [0.114555, 0.825133, -0.763779], [-0.079115, 2.292869, -0.299364], [0.877778, 2.556666, 0.281569], [-0.945768, 2.529116, 0.223947], [0.158049, 3.038607, -1.770419], [-0.871209, 3.733407, -1.763467], [1.107711, 3.748906, -1.570853], [0.150976, 1.957656, -2.952092], [-2.304371, -1.044811, 1.236409], [2.452621, -0.114426, 3.539092], [-0.134705, -0.487551, 5.593528], [-0.376820, 1.379225, 4.924646], [1.252675, 0.880287, 5.542916]],
  "atomic_forces_ev_per_a": [[7.043, -4.535, 0.799], [3.563, 2.010, 6.985], [1.964, 2.795, 6.783], [0.949, -1.117, -3.259], [-13.103, -0.943, 0.246], [-0.426, -1.823, -6.879], [10.387, -2.223, -6.515], [-5.568, 3.658, 4.158], [0.563, -0.770, -0.668], [3.777, -4.521, 0.059], [0.772, 3.962, 0.223], [-1.862, 0.315, -1.873], [0.159, -7.316, -1.844], [0.348, 6.004, 5.785], [-1.472, 0.191, 1.915], [5.291, -2.106, -3.950], [-1.755, -0.543, -0.374], [-1.619, 0.024, 0.646], [-2.054, 6.980, 7.345], [2.941, -1.256, -0.591], [-2.150, -1.601, -1.129], [-0.086, -1.140, -7.055], [-3.201, 0.136, 1.924], [1.173, -0.221, -0.656], [-0.130, 2.957, -1.010], [-2.483, 2.110, 0.296], [-3.022, -1.027, -1.362]],
  "lowdin_charge": [-0.02, -0.54, -0.48, 1.15, -0.56, 0.13, 0.12, -0.50, 0.04, -0.37, 0.20, 0.04, 1.02, -1.18, -0.06, -0.12, 0.12, 0.07, -0.60, 0.13, 0.12, 0.93, 0.06, 0.07, 0.12, 0.00, 0.12],
  "mol_weight_g_mol": 273.41,
  "orbital_gap_ev": 8.06,
  "homo_energy_ev": -7.8,
  "e_tot_ha": -1783.312113
}

{
  "formula": "C15H31B3FNO6",
  "method": "the ωB97M-V functional and the def2-TZVPD basis",
  "symbols": ["C", "C", "C", "C", "C", "B", "O", "B", "C", "C", "O", "C", "O", "C", "C", "O", "B", "C", "C", "F", "O", "H", "H", "H", "H", "H", "H", "H", "H", "H", "H", "H", "H", "H", "H", "H", "H", "H", "H", "H", "H", "H", "H", "H", "H", "C", "O", "N", "C", "C", "H", "H", "H", "H", "H", "H", "H"],
  "coordinates": [[5.511143, 0.602338, 0.880681], [4.208750, 0.598845, 1.670066], [3.485412, -0.757526, 1.648735], [2.007225, -0.543145, 1.988423], [1.105368, -1.746857, 1.532066], [0.238168, -1.220240, 0.334114], [0.795195, -1.250195, -0.940332], [0.751924, 0.046704, -1.454346], [2.108025, 0.686007, -1.953837], [2.277168, 2.176869, -1.673682], [1.088536, 2.923967, -1.916187], [0.963295, 4.065732, -1.192847], [0.816972, 5.076624, -1.746115], [1.010980, 4.031163, 0.310348], [-0.174671, 3.263039, 0.941595], [-0.486140, 0.644606, -1.498553], [-1.374372, 0.198444, -0.546900], [-2.882019, 0.691313, -0.601471], [-3.396113, 1.147704, 0.748774], [-2.974639, 1.803966, -1.458863], [-1.020130, -0.667558, 0.471175], [6.165531, -0.166440, 1.286250], [5.357283, 0.442703, -0.183028], [6.023667, 1.556512, 0.975357], [3.505683, 1.347459, 1.304014], [4.446831, 0.874527, 2.694623], [3.888488, -1.371188, 2.449386], [3.584565, -1.251069, 0.686579], [1.642327, 0.359078, 1.487813], [1.868951, -0.431673, 3.057425], [0.488371, -2.144909, 2.330725], [1.760505, -2.511260, 1.119003], [2.262529, 0.427099, -3.001291], [2.900368, 0.175266, -1.407894], [3.035072, 2.560963, -2.360440], [2.692168, 2.304224, -0.678091], [1.026210, 5.021290, 0.735277], [1.914760, 3.544319, 0.675754], [-1.106737, 3.465290, 0.428173], [-0.255414, 3.612885, 1.966770], [0.016983, 2.196744, 1.022615], [-3.507687, -0.091190, -1.018609], [-2.795115, 1.955634, 1.153486], [-3.512831, 0.324605, 1.442058], [-4.385387, 1.562914, 0.566819], [-4.736278, -2.393572, -0.801804], [-4.626041, -1.792603, 0.251209], [-4.310957, -3.651803, -1.016191], [-4.470128, -4.314139, -2.296465], [-3.670877, -4.365362, 0.076365], [-5.206430, -1.937567, -1.691376], [-5.074031, -5.215317, -2.172682], [-3.491076, -4.591625, -2.692257], [-4.963436, -3.653238, -3.006136], [-4.358057, -4.439376, 0.919879], [-2.785199, -3.818666, 0.403359], [-3.384690, -5.362315, -0.249516]],
  "atomic_forces_ev_per_a": [[-0.112, 0.239, 0.220], [0.170, -0.373, -0.271], [-0.455, 1.077, 0.735], [-0.557, -1.025, -0.496], [-0.126, 0.346, -0.528], [0.002, -1.268, 0.344], [0.490, 0.839, 0.534], [0.231, -0.486, -1.047], [-0.555, 0.073, 0.496], [0.542, -0.418, -0.925], [0.181, -0.562, 0.520], [0.812, -1.506, 1.497], [-0.836, 3.174, -1.968], [-0.246, -1.454, 0.827], [0.536, 0.354, 0.189], [0.391, -0.118, 0.720], [-1.418, 0.285, -0.290], [0.888, 0.368, 0.329], [-0.728, 0.044, -0.421], [-0.021, 0.017, -0.284], [0.603, 0.440, -0.230], [0.159, -0.112, -0.183], [-0.059, -0.245, -0.127], [0.093, 0.114, 0.071], [0.121, 0.233, -0.158], [-0.152, 0.052, 0.219], [0.294, -0.469, -0.233], [0.095, -0.091, -0.150], [0.102, 0.276, 0.194], [0.068, 0.393, 0.165], [0.091, -0.073, 0.198], [-0.028, -0.320, 0.252], [-0.100, 0.169, -0.180], [0.140, -0.151, -0.034], [0.086, 0.159, 0.040], [-0.334, 0.135, 0.281], [-0.012, 0.491, -0.458], [0.173, 0.034, -0.096], [-0.170, -0.106, -0.107], [-0.226, 0.025, 0.156], [-0.115, -0.200, -0.315], [-0.232, -0.059, 0.048], [0.268, -0.080, 0.160], [0.198, -0.125, 0.132], [-0.191, 0.030, 0.151], [-0.106, 0.095, 0.027], [-0.001, -0.181, -0.024], [-0.019, -0.057, -0.164], [0.109, -0.062, 0.255], [-0.060, 0.216, 0.057], [0.019, -0.041, 0.005], [0.007, -0.016, -0.121], [-0.058, -0.042, -0.100], [0.000, 0.037, 0.040], [0.076, -0.037, 0.045], [0.000, -0.060, 0.071], [-0.028, 0.020, -0.065]],
  "lowdin_charge": [-0.11, -0.26, -0.20, -0.18, -0.04, -0.55, 0.29, -0.51, 0.00, -0.17, 0.02, -0.52, 0.18, -0.13, -0.05, 0.33, -0.49, -0.24, -0.03, -0.03, 0.32, 0.07, 0.06, 0.07, 0.08, 0.11, 0.12, 0.11, 0.09, 0.12, 0.10, 0.11, 0.12, 0.10, 0.13, 0.10, 0.11, 0.10, 0.08, 0.08, 0.06, 0.11, 0.07, 0.08, 0.09, -0.35, 0.02, -0.20, -0.06, -0.03, 0.14, 0.09, 0.09, 0.08, 0.09, 0.09, 0.09],
  "mol_weight_g_mol": 372.85,
  "orbital_gap_ev": 9.98,
  "homo_energy_ev": -9.6,
  "e_tot_ha": -1271.048861,
  "relative_energy_kcal_mol": 10.0
}